Record 1
# C3H10N2O

A 2-piece molecular cluster, C3H10N2O overall in a non-equilibrium geometry (ωB97M-V/def2-TZVPD, the OMol25 dataset).

Values from the calculation:
HOMO energy (alpha / beta)	-14.78 / -14.78	eV
Kohn-Sham gap (alpha / beta)	9.43 / 7.86	eV
total charge	+1
multiplicity	2
<S²>	0.76

The geometry in XYZ format:
```
16
C3H10N2O ωB97M-V/def2-TZVPD
C 1.322 1.191 1.505
C 1.336 0.070 0.471
N -0.204 -0.883 -1.836
C 0.165 -1.538 -0.673
N 0.328 -0.852 0.458
H 1.518 0.755 2.462
H 0.300 1.550 1.583
H 2.201 1.922 1.068
H 2.323 -0.464 0.238
H 1.347 0.425 -0.623
H -0.128 0.078 -1.893
H -0.890 -1.206 -2.531
H 0.116 -2.587 -0.856
H -3.391 -0.237 0.022
H -3.067 1.261 0.012
O -3.275 0.514 0.594
```


Record 2
# C3H10N2O2

One molecule with the formula C3H10N2O2 in a non-equilibrium geometry (ωB97M-V/def2-TZVPD, the OMol25 dataset).

Values from the calculation:
HOMO energy	-8.41	eV
Kohn-Sham gap	9.35	eV
SMILES	COC(NN)OC

The geometry in XYZ format:
```
17
C3H10N2O2 ωB97M-V/def2-TZVPD
C -1.522 -1.802 -0.414
C 0.362 0.849 1.893
C 0.430 -0.473 -0.073
N 1.100 1.650 -1.622
N 0.084 0.595 -1.389
O -0.686 -1.081 0.504
O 1.122 0.209 0.825
H -2.307 -2.037 0.253
H -1.002 -2.717 -0.830
H -1.877 -1.274 -1.294
H 1.073 1.643 2.397
H 0.336 0.049 2.692
H -0.648 1.134 1.601
H 1.081 -1.150 -0.595
H 1.236 2.070 -0.746
H 1.951 1.292 -2.058
H -0.733 1.043 -1.144
```


Record 3
# C3H10N2O2

A 2-piece molecular cluster, C3H10N2O2 overall (ωB97M-V/def2-TZVPD, the OMol25 dataset).

Values from the calculation:
HOMO energy	-9.01	eV
Kohn-Sham gap	9.69	eV

The geometry in XYZ format:
```
17
C3H10N2O2 ωB97M-V/def2-TZVPD
N -0.179 2.271 2.413
C -0.238 1.608 1.196
O -0.795 0.455 1.237
O 0.258 2.123 0.187
H -0.040 3.262 2.319
H -0.878 2.006 3.081
C -0.713 -1.954 -1.053
N -0.164 -0.598 -0.937
C 1.316 -0.566 -0.902
H -1.797 -1.904 -1.057
H -0.375 -2.423 -1.981
H -0.353 -2.530 -0.206
H -0.530 -0.087 0.057
H -0.517 0.012 -1.666
H 1.650 -0.817 0.102
H 1.643 0.431 -1.167
H 1.711 -1.289 -1.622
```


For the records above, the corresponding calculated total energy values read -304.67414, -380.17430, -380.32078 Ha.